{"formula": "CF3NO2", "method": "ωB97M-V/def2-TZVPD", "smiles": "O=[N+]([O-])C(F)(F)F", "e_lumo_ev": 0.20, "charge": 0, "multiplicity": 1, "homo_energy_ha": -0.41834, "orbital_gap_ha": 0.4258, "relative_energy_kj_mol": 44.4, "species": ["O", "N", "O", "C", "F", "F", "F"], "coordinates": [[-1.4698, 0.7320, -0.7624], [-1.0164, 0.0265, 0.0182], [-1.4327, -0.7684, 0.8174], [0.7096, -0.0196, -0.0149], [1.0681, -1.2221, 0.4338], [1.2125, 1.0052, 0.7502], [0.9286, 0.2464, -1.2422]]}

{"formula": "CF3NO3S", "method": "ωB97M-V/def2-TZVPD", "smiles": "O=NOC(F)(F)F.O=S", "e_lumo_ev": [-1.53, -1.53], "charge": 0, "multiplicity": 1, "homo_energy_ha": [-0.34255, -0.34258], "orbital_gap_ha": [0.2862, 0.2863], "relative_energy_kj_mol": 41.7, "species": ["O", "N", "O", "C", "F", "F", "F", "O", "S"], "coordinates": [[0.4242, -1.4993, -1.6409], [0.7191, -0.4506, -2.0100], [1.0733, 0.5837, -1.0425], [1.0657, 0.2215, 0.2140], [1.5072, -1.0380, 0.4650], [2.0087, 0.9345, 0.8713], [-0.0779, 0.4771, 0.8868], [-2.9608, 0.2730, 0.5286], [-3.7596, 0.4981, 1.7279]]}

{"formula": "CF3NOS", "method": "ωB97M-V/def2-TZVPD", "e_lumo_ev": -1.23, "charge": 0, "multiplicity": 1, "homo_energy_ha": -0.41668, "orbital_gap_ha": 0.3714, "relative_energy_kj_mol": 53.0, "species": ["C", "N", "O", "F", "F", "F", "S"], "coordinates": [[1.0063, -0.2058, -0.0806], [-0.6492, -0.3105, -0.4201], [-2.9898, 0.3098, -0.0598], [1.6372, -1.3267, -0.3332], [1.4979, 0.8527, -0.7438], [1.1722, 0.2046, 1.1635], [-1.6746, 0.4759, 0.4741]]}